(1)
{
  "formula": "C22H28N4O4S2Sr",
  "method": "ωB97M-V/def2-TZVPD",
  "species": ["Sr", "C", "N", "C", "S", "N", "C", "H", "H", "H", "H", "H", "H", "H", "H", "C", "C", "C", "C", "C", "C", "C", "C", "C", "C", "H", "H", "H", "H", "H", "H", "H", "N", "C", "C", "C", "C", "C", "C", "S", "O", "O", "O", "H", "H", "H", "H", "H", "H", "C", "N", "C", "C", "O", "H", "H", "H", "H", "H", "H", "H"],
  "xyz": [[0.386, -0.828, 1.475], [-4.868, -0.869, -0.627], [-3.795, -0.748, -1.598], [-2.654, -1.441, -1.571], [-2.333, -2.697, -0.454], [-1.822, -1.158, -2.601], [-0.506, -1.771, -2.756], [-5.521, -0.005, -0.746], [-4.475, -0.892, 0.385], [-5.439, -1.784, -0.785], [-3.814, 0.072, -2.188], [-1.859, -0.203, -2.918], [-0.597, -2.844, -2.829], [0.146, -1.562, -1.945], [-0.068, -1.383, -3.672], [-0.600, 3.168, -3.441], [0.369, 2.248, -2.958], [0.151, 1.590, -1.786], [-1.030, 1.782, -1.002], [-1.228, 1.035, 0.222], [-2.387, 1.351, 0.901], [-3.356, 2.286, 0.453], [-3.176, 2.944, -0.734], [-1.986, 2.709, -1.496], [-1.741, 3.395, -2.725], [-0.422, 3.701, -4.372], [1.288, 2.082, -3.518], [0.889, 0.924, -1.405], [-2.620, 0.837, 1.850], [-4.252, 2.481, 1.054], [-3.917, 3.654, -1.105], [-2.480, 4.115, -3.079], [-2.478, -1.537, 4.001], [-1.164, -1.692, 3.783], [-0.247, -0.660, 4.144], [1.105, -0.777, 3.814], [1.571, -1.917, 3.110], [0.662, -2.955, 2.754], [-0.683, -2.848, 3.086], [2.900, -1.630, 1.897], [3.994, -2.501, 2.104], [3.106, -0.199, 1.994], [2.128, -1.918, 0.655], [-2.740, -0.973, 4.790], [-3.049, -2.362, 3.904], [-0.605, 0.213, 4.668], [1.806, 0.034, 4.014], [1.029, -3.785, 2.154], [-1.374, -3.630, 2.803], [6.152, 0.652, -0.381], [4.724, 0.722, -0.619], [4.111, -0.364, -1.375], [3.970, 1.709, -0.051], [2.762, 1.842, -0.154], [6.402, -0.236, 0.202], [6.480, 1.532, 0.167], [6.698, 0.607, -1.326], [4.439, -1.329, -0.976], [4.384, -0.308, -2.429], [3.047, -0.301, -1.279], [4.584, 2.421, 0.512]],
  "e_above_lowest_ev": 0.979,
  "e_tot_ev": -59924.546,
  "e_homo_ha": -0.2636,
  "e_lumo_ev": -0.65
}


(2)
{
  "formula": "C22H28N6",
  "method": "ωB97M-V/def2-TZVPD",
  "species": ["C", "H", "H", "H", "C", "C", "N", "N", "N", "N", "C", "C", "C", "C", "C", "C", "H", "H", "H", "H", "H", "H", "H", "H", "H", "H", "H", "N", "C", "C", "C", "N", "C", "C", "C", "H", "H", "H", "H", "H", "H", "C", "C", "C", "C", "C", "C", "C", "H", "H", "H", "H", "H", "H", "H", "H"],
  "xyz": [[-0.426, -0.905, 3.299], [-1.196, -0.874, 2.515], [-0.307, -1.798, 3.621], [-0.569, -0.183, 4.008], [1.164, -0.564, 2.505], [1.525, -1.892, 2.047], [2.503, -2.568, 2.658], [2.700, -3.665, 1.597], [1.802, -3.737, 0.712], [1.037, -2.527, 0.909], [-0.262, -2.397, -0.090], [-1.274, -3.368, 0.216], [-2.228, -2.914, -0.593], [-2.096, -3.131, -2.100], [-0.726, -2.253, -2.472], [0.287, -2.557, -1.312], [0.765, -3.469, -1.427], [1.174, -1.870, -1.568], [-0.545, -2.312, -3.557], [-1.242, -1.207, -2.225], [-2.772, -2.972, -2.790], [-1.880, -4.292, -2.145], [-3.388, -3.648, -0.414], [-2.938, -1.979, -0.357], [-0.911, -4.335, -0.075], [-1.605, -3.023, 1.326], [-0.243, -1.212, 0.281], [0.625, 0.390, 1.323], [0.109, 1.585, 2.067], [-0.686, 2.366, 0.946], [-0.568, 3.648, 0.466], [-1.110, 4.251, -0.423], [-2.157, 3.631, -1.051], [-2.259, 2.264, -0.737], [-1.589, 1.596, 0.224], [-1.989, 0.576, 0.282], [-3.022, 1.746, -1.512], [-2.838, 4.192, -1.604], [0.164, 4.249, 1.094], [-0.672, 1.296, 2.794], [0.875, 2.442, 2.461], [1.791, 0.533, 0.929], [1.859, 1.559, -0.284], [2.581, 2.851, -0.189], [2.335, 3.666, -1.397], [1.564, 3.657, -2.414], [0.928, 2.374, -2.391], [1.122, 1.509, -1.364], [0.538, 0.388, -1.644], [0.174, 1.893, -3.291], [1.375, 4.226, -3.272], [2.832, 4.751, -1.347], [3.130, 3.264, 0.379], [2.748, 1.108, 1.587], [2.324, -0.155, 0.456], [1.464, -0.205, 3.342]],
  "e_above_lowest_ev": 21.754,
  "e_tot_ev": -32190.043,
  "e_homo_ha": -0.3233,
  "e_lumo_ev": 0.37
}


(3)
{
  "formula": "C22H28N6O",
  "method": "ωB97M-V/def2-TZVPD",
  "species": ["C", "C", "N", "C", "C", "C", "N", "C", "C", "C", "N", "N", "C", "C", "C", "N", "C", "O", "C", "C", "C", "C", "C", "C", "C", "C", "C", "C", "N", "H", "H", "H", "H", "H", "H", "H", "H", "H", "H", "H", "H", "H", "H", "H", "H", "H", "H", "H", "H", "H", "H", "H", "H", "H", "H", "H", "H"],
  "xyz": [[-7.589, -1.445, 0.050], [-6.834, -0.527, -0.910], [-5.629, -0.020, -0.311], [-4.450, -0.657, -0.170], [-3.606, 0.197, 0.511], [-2.181, -0.033, 0.891], [-1.373, -0.276, -0.297], [-0.058, -0.812, -0.023], [0.931, 0.219, 0.540], [1.037, 1.392, -0.441], [1.927, 2.409, 0.080], [1.452, 3.560, 0.544], [2.482, 4.233, 1.018], [3.666, 3.508, 0.868], [3.268, 2.335, 0.252], [4.057, 1.229, -0.080], [4.077, 0.571, -1.271], [3.384, 0.865, -2.218], [5.007, -0.637, -1.254], [4.335, -1.684, -0.407], [4.735, -1.918, 0.902], [4.062, -2.837, 1.689], [2.977, -3.527, 1.177], [2.571, -3.299, -0.128], [3.245, -2.382, -0.914], [-0.351, 1.974, -0.687], [-1.284, 0.865, -1.189], [-4.392, 1.338, 0.738], [-5.606, 1.187, 0.243], [-8.504, -1.799, -0.416], [-6.977, -2.303, 0.317], [-7.843, -0.904, 0.957], [-6.574, -1.068, -1.825], [-7.450, 0.337, -1.164], [-4.280, -1.638, -0.562], [-1.833, 0.823, 1.489], [-2.113, -0.931, 1.515], [-0.155, -1.651, 0.670], [0.341, -1.196, -0.968], [0.581, 0.587, 1.507], [1.903, -0.257, 0.686], [1.451, 1.035, -1.391], [2.342, 5.206, 1.445], [4.659, 3.789, 1.152], [4.761, 0.989, 0.602], [5.125, -0.987, -2.280], [5.982, -0.367, -0.847], [5.587, -1.390, 1.309], [4.387, -3.013, 2.704], [2.451, -4.241, 1.792], [1.725, -3.835, -0.532], [2.925, -2.196, -1.928], [-0.732, 2.405, 0.239], [-0.293, 2.773, -1.425], [-2.290, 1.263, -1.336], [-0.917, 0.495, -2.152], [-4.119, 2.247, 1.236]],
  "smiles": "CCn1cc(CN2CCC(n3nccc3NC(=O)Cc3ccccc3)CC2)cn1",
  "e_above_lowest_ev": 1.074,
  "e_tot_ev": -34256.582,
  "e_homo_ha": -0.3012,
  "e_lumo_ev": 0.59
}